{"formula": "C39H40IN5O2SSiSr", "method": "ωB97M-V/def2-TZVPD", "e_lumo_ev": [3.19, 3.19], "total_charge": -2, "de_lowest_ev": 1.301, "homo_energy_ev": [-1.07, -0.01], "symbols": ["C", "H", "C", "H", "H", "H", "C", "H", "H", "H", "H", "C", "C", "C", "C", "O", "H", "C", "H", "C", "C", "H", "Si", "C", "C", "C", "H", "C", "C", "C", "I", "C", "C", "H", "H", "C", "C", "H", "H", "H", "H", "C", "H", "H", "N", "C", "C", "Sr", "H", "C", "C", "C", "H", "H", "H", "H", "H", "C", "C", "O", "C", "H", "H", "C", "C", "H", "H", "S", "N", "N", "H", "H", "H", "N", "C", "C", "N", "C", "C", "C", "H", "H", "H", "C", "C", "H", "H", "H", "H", "C"], "xyz": [[-6.194, -4.727, -0.873], [4.740, 2.506, 4.546], [-4.926, -5.275, -0.872], [-10.147, -4.283, 0.809], [-2.929, 4.879, -1.129], [-0.030, 1.807, -3.155], [-2.796, 4.115, -0.374], [7.297, 0.199, 2.110], [1.174, 1.766, -7.460], [5.349, -0.821, 3.205], [-8.821, -4.949, 1.795], [4.154, 0.500, 2.016], [5.652, 2.108, 4.091], [-0.999, -4.494, -0.724], [-1.264, 0.179, -3.815], [-8.485, -4.734, -0.238], [-3.702, -4.965, 1.267], [-1.563, -2.398, 0.511], [5.164, 3.477, 0.389], [0.187, 1.638, -7.028], [0.936, -4.435, -2.163], [-2.231, 1.309, 2.132], [5.432, 1.853, 2.237], [-2.314, 1.286, -5.903], [-7.231, -5.334, -0.172], [-2.688, 0.248, -3.229], [0.937, 0.738, -5.230], [2.438, -1.636, 1.763], [4.433, -0.713, 2.627], [-2.189, 1.885, -7.156], [-4.367, 3.149, 3.531], [-0.290, 0.792, -2.791], [-6.981, -6.507, 0.520], [6.150, 4.134, 1.726], [-6.399, -3.811, -1.418], [-4.632, -6.474, -0.167], [-0.719, -3.133, -0.388], [-1.141, -1.883, -3.129], [6.469, 2.810, 4.292], [-3.022, 1.287, -3.128], [-9.786, -6.021, 0.757], [1.141, -3.106, -1.773], [-5.517, -7.982, 1.067], [1.730, -2.448, 1.620], [-2.299, -6.502, -0.508], [-5.705, -7.065, 0.520], [-9.344, -5.019, 0.835], [0.182, 0.050, -0.321], [7.021, 0.954, 0.536], [-2.600, -3.129, 1.091], [-0.953, -1.318, -4.045], [-0.134, -5.118, -1.633], [7.892, 1.841, 1.802], [-0.841, 2.525, -8.704], [1.606, -4.900, -2.875], [-1.581, -1.727, -4.845], [-4.127, -4.791, -1.419], [-1.197, 0.861, -5.184], [2.938, 0.599, 1.269], [-1.344, -1.117, 0.760], [3.578, -1.805, 2.522], [-3.415, -0.301, -3.842], [3.791, -2.749, 3.002], [-2.888, -4.459, 0.765], [-3.516, 4.159, 0.805], [5.887, 1.162, 4.590], [-3.304, 1.151, -5.486], [2.405, 2.041, 0.480], [-3.431, -7.145, -0.237], [2.128, -0.487, 1.157], [-1.322, 2.980, -1.492], [1.972, -2.533, -2.181], [4.369, 4.056, 1.842], [0.364, -2.474, -0.921], [-0.940, 2.063, -7.729], [-1.902, 3.072, -0.577], [-1.709, 2.110, 0.315], [-2.133, -5.182, -0.166], [0.056, 1.052, -5.780], [-3.308, 3.149, 1.721], [-4.223, 4.954, 1.002], [-2.682, -0.202, -2.235], [-7.774, -7.000, 1.070], [5.260, 3.544, 1.475], [-2.401, 2.134, 1.448], [-0.339, -6.148, -1.897], [-3.079, 2.206, -7.688], [0.096, -1.458, -4.320], [-3.209, -2.611, 1.826], [7.066, 1.147, 1.612]]}



{"formula": "C4H16N2O2", "method": "ωB97M-V/def2-TZVPD", "e_lumo_ev": 0.65, "de_lowest_ev": 1.247, "homo_energy_ev": -8.30, "symbols": ["C", "H", "H", "H", "O", "H", "H", "H", "H", "H", "H", "O", "H", "N", "C", "C", "N", "H", "H", "H", "H", "C", "H", "H"], "xyz": [[-0.156, 2.423, -1.973], [0.889, 2.248, -2.177], [3.986, -5.728, 1.536], [2.053, -0.088, 0.077], [1.391, -0.787, -0.041], [-0.646, 2.029, -2.865], [1.057, -0.549, -0.920], [1.059, 1.790, 0.469], [-3.011, -0.719, -0.575], [-1.609, -0.120, 1.871], [-3.045, -0.817, 1.526], [4.735, -5.222, 1.878], [-0.026, 3.124, 0.607], [-0.588, 1.642, -0.853], [-2.141, -0.199, -0.176], [-1.932, 1.149, -0.864], [-2.410, -0.079, 1.259], [-0.281, 3.516, -1.958], [-0.497, 1.537, 1.208], [-2.245, 1.041, -1.909], [-2.715, 1.842, -0.489], [0.009, 2.053, 0.392], [4.597, -4.357, 1.477], [-1.263, -0.768, -0.409]]}



{"formula": "C5H6N", "method": "ωB97M-V/def2-TZVPD", "e_lumo_ev": [-5.08, -8.30], "multiplicity": 3, "total_charge": 1, "de_lowest_ev": 4.408, "homo_energy_ev": [-13.55, -15.57], "s_squared": 2.0188, "symbols": ["H", "H", "C", "C", "H", "H", "C", "C", "H", "N", "H", "C"], "xyz": [[2.891, 0.054, -1.037], [3.228, 0.757, 0.386], [1.180, 0.663, 0.137], [-0.047, 0.818, -0.090], [-1.726, -1.559, 0.341], [-2.632, -0.772, -0.922], [2.503, 0.144, -0.044], [-1.192, 1.750, 0.070], [-3.022, -0.718, 0.845], [-1.384, 0.401, -0.071], [2.434, -0.823, 0.373], [-2.232, -0.713, 0.012]]}



{"formula": "C4H15Li3N2O4", "method": "ωB97M-V/def2-TZVPD", "e_lumo_ev": -7.25, "total_charge": 2, "de_lowest_ev": 20.072, "homo_energy_ev": -17.37, "symbols": ["Li", "Li", "H", "H", "H", "C", "N", "H", "H", "H", "H", "C", "H", "O", "C", "O", "C", "O", "H", "H", "N", "H", "H", "H", "Li", "H", "O", "H"], "xyz": [[0.852, -0.831, 1.442], [0.108, 1.502, 1.202], [-2.977, 0.392, 0.695], [-2.728, -1.356, -0.930], [2.570, 0.314, 1.927], [-1.996, -0.917, -0.251], [0.938, 0.350, -0.457], [-1.632, -2.924, 0.597], [-0.820, -2.801, -0.823], [2.059, 0.516, 0.516], [-0.526, 0.828, -0.473], [1.476, 1.524, -0.373], [-0.808, -0.098, -1.899], [-2.543, -0.405, 1.010], [-1.136, -2.159, -0.001], [-0.014, 0.207, 1.176], [-1.297, 0.259, -0.993], [1.844, 0.088, 1.345], [2.847, 0.789, -1.587], [0.185, 0.010, 0.124], [2.390, 1.619, -1.237], [-0.507, -0.302, 0.505], [2.893, 2.449, -1.517], [-2.071, 0.982, -1.248], [-1.283, -0.329, 1.816], [1.282, -0.103, -1.292], [1.028, 2.397, 0.321], [-0.137, -2.001, 0.406]]}



{"formula": "C5H10NO2", "method": "ωB97M-V/def2-TZVPD", "e_lumo_ev": -3.58, "total_charge": 1, "de_lowest_ev": 0.646, "homo_energy_ev": -15.08, "symbols": ["N", "C", "H", "H", "H", "C", "H", "C", "H", "H", "O", "C", "H", "H", "H", "O", "H", "C"], "xyz": [[0.369, -0.438, -1.069], [-0.219, 0.677, -0.255], [-0.196, 0.403, 1.999], [-1.740, 0.171, 1.146], [0.651, 3.728, -0.653], [-0.366, -1.419, 0.956], [-0.878, -2.173, -1.075], [-0.080, -1.759, -0.479], [0.348, -1.863, 1.704], [-1.191, -2.036, 1.317], [0.438, 2.824, -0.908], [-0.664, 0.063, 1.095], [1.382, -0.290, -1.086], [0.115, -0.279, -2.051], [-1.130, 1.093, -0.706], [1.607, 1.895, 0.770], [0.782, -2.432, -0.622], [0.772, 1.837, -0.081]]}



{"formula": "C6H7LiO6Pb", "method": "ωB97M-V/def2-TZVPD", "e_lumo_ev": -8.80, "total_charge": 2, "homo_energy_ev": -17.15, "symbols": ["C", "H", "H", "O", "C", "Pb", "O", "H", "Li", "H", "O", "H", "H", "C", "C", "C", "O", "C", "H", "O", "O"], "xyz": [[1.620, -0.973, 3.008], [-2.163, 2.297, -2.292], [-1.390, 1.767, -3.829], [0.286, 1.923, -1.052], [0.013, 2.539, -2.314], [0.031, -1.131, -3.031], [0.703, -0.419, -1.207], [0.839, 2.348, -3.014], [3.228, -0.959, 4.587], [-0.297, 0.671, 2.340], [2.370, -1.943, 2.998], [-1.177, -0.898, 0.110], [-0.103, 3.615, -2.155], [-0.153, 0.629, -1.082], [0.057, 0.044, 1.506], [-1.270, 1.848, -2.745], [0.587, -1.052, 1.954], [-0.614, 0.043, 0.211], [-0.956, 1.103, 0.893], [1.501, -0.077, 3.839], [-1.090, 0.524, -2.198]]}